{"formula": "C31H72FO7", "method": "ωB97M-V/def2-TZVPD", "charge": -1, "energy_ev": -50356.4816, "lumo_ev": 2.18, "homo_ev": -1.4, "symbols": ["C", "C", "C", "F", "C", "C", "O", "C", "C", "H", "H", "H", "H", "H", "H", "H", "H", "H", "H", "H", "H", "C", "C", "O", "C", "C", "H", "H", "H", "H", "H", "H", "H", "H", "H", "H", "C", "C", "O", "C", "C", "H", "H", "H", "H", "H", "H", "H", "H", "H", "H", "C", "C", "O", "C", "C", "H", "H", "H", "H", "H", "H", "H", "H", "H", "H", "C", "C", "O", "C", "C", "H", "H", "H", "H", "H", "H", "H", "H", "H", "H", "C", "C", "O", "C", "C", "H", "H", "H", "H", "H", "H", "H", "H", "H", "H", "C", "C", "O", "C", "C", "H", "H", "H", "H", "H", "H", "H", "H", "H", "H"], "coordinates": [[-0.586, -1.012, 2.199], [-1.585, -0.744, 3.218], [-3.092, -0.515, 3.002], [-3.469, 0.481, 4.015], [-3.417, 0.160, 1.604], [-5.036, 0.079, 1.398], [-5.596, -0.799, 2.399], [-6.938, -1.188, 2.076], [-8.064, -0.239, 2.761], [-0.451, -1.973, 1.621], [0.187, -0.192, 1.998], [-1.207, -0.650, 4.302], [-2.951, -0.357, 0.712], [-3.084, 1.260, 1.670], [-5.324, -0.234, 0.339], [-5.405, 1.154, 1.572], [-7.144, -1.252, 0.954], [-7.101, -2.223, 2.547], [-8.752, 0.103, 1.920], [-7.616, 0.608, 3.366], [-8.697, -0.861, 3.472], [4.034, -0.790, -0.587], [3.587, 0.657, -0.462], [2.819, 0.915, 0.702], [3.456, 0.663, 1.947], [4.714, 1.488, 2.160], [3.169, -1.458, -0.581], [4.588, -0.938, -1.518], [4.683, -1.089, 0.238], [2.949, 0.902, -1.315], [4.443, 1.340, -0.512], [3.661, -0.407, 2.056], [2.731, 0.917, 2.724], [5.479, 1.269, 1.413], [5.140, 1.283, 3.146], [4.487, 2.555, 2.093], [0.261, 4.773, -4.182], [-0.591, 3.515, -4.126], [0.037, 2.436, -3.453], [0.383, 2.659, -2.090], [-0.809, 2.986, -1.208], [1.218, 4.565, -4.669], [-0.256, 5.558, -4.741], [0.479, 5.161, -3.186], [-0.783, 3.176, -5.147], [-1.569, 3.721, -3.680], [1.152, 3.436, -2.019], [0.844, 1.736, -1.731], [-1.307, 3.907, -1.517], [-0.490, 3.108, -0.170], [-1.549, 2.182, -1.253], [0.885, -5.630, -0.927], [1.185, -4.294, -1.585], [2.550, -3.908, -1.489], [3.496, -4.783, -2.082], [3.287, -4.982, -3.574], [1.170, -5.608, 0.129], [-0.182, -5.858, -0.998], [1.433, -6.449, -1.396], [0.607, -3.516, -1.081], [0.862, -4.289, -2.631], [3.506, -5.743, -1.554], [4.480, -4.334, -1.922], [2.319, -5.436, -3.794], [4.064, -5.632, -3.983], [3.323, -4.022, -4.095], [-1.904, 2.651, 8.627], [-1.176, 3.669, 7.764], [-0.711, 3.140, 6.534], [-1.705, 2.615, 5.657], [-2.743, 3.640, 5.236], [-1.256, 1.795, 8.837], [-2.207, 3.104, 9.576], [-2.801, 2.269, 8.138], [-0.293, 4.021, 8.304], [-1.800, 4.551, 7.586], [-2.179, 1.737, 6.106], [-1.180, 2.259, 4.768], [-3.307, 4.026, 6.088], [-3.453, 3.192, 4.537], [-2.261, 4.493, 4.748], [5.738, -7.808, 1.062], [5.384, -8.401, -0.292], [6.113, -7.828, -1.370], [7.526, -7.958, -1.315], [8.002, -9.400, -1.289], [5.570, -6.727, 1.060], [5.124, -8.258, 1.846], [6.785, -7.976, 1.320], [4.327, -8.209, -0.493], [5.505, -9.489, -0.289], [7.923, -7.397, -0.462], [7.917, -7.472, -2.212], [7.645, -9.934, -0.406], [9.094, -9.439, -1.286], [7.636, -9.939, -2.167], [-5.533, 8.252, -5.462], [-4.081, 7.974, -5.816], [-3.380, 7.255, -4.813], [-3.890, 5.969, -4.487], [-3.911, 5.010, -5.665], [-5.597, 8.808, -4.523], [-6.011, 8.837, -6.252], [-6.105, 7.331, -5.336], [-3.560, 8.926, -5.936], [-4.003, 7.456, -6.777], [-4.883, 6.060, -4.034], [-3.235, 5.561, -3.712], [-4.558, 5.364, -6.469], [-4.274, 4.029, -5.349], [-2.906, 4.894, -6.080]], "forces_ev_per_angstrom": [[0.5, -0.3, -0.2], [-2.9, 0.6, -1.1], [5.5, 0.8, -0.4], [-0.4, -0.9, -0.4], [-1.5, -0.7, 0.9], [1.1, 1.5, 0.4], [-1.2, 0.0, -1.9], [-0.8, -0.2, 1.2], [-0.1, -0.7, -0.6], [-0.9, 1.5, 0.1], [-0.4, -1.6, 1.1], [-0.7, 1.0, -1.3], [-0.1, 0.5, 1.5], [-0.5, -1.4, -0.3], [0.3, 0.2, 1.3], [0.1, -1.4, -0.3], [0.5, 0.1, 1.4], [0.5, 1.3, -0.9], [0.8, 0.0, 1.3], [-0.4, -0.9, -1.0], [0.8, 0.8, -0.8], [-0.1, -0.1, 0.1], [0.0, -0.1, 0.1], [-0.1, 0.2, -0.1], [0.0, 0.0, 0.0], [0.1, 0.1, -0.1], [0.1, 0.0, -0.1], [-0.1, 0.0, 0.0], [0.1, 0.0, 0.0], [-0.1, 0.1, 0.2], [0.1, 0.0, 0.0], [0.1, 0.0, 0.0], [-0.1, 0.0, -0.3], [0.0, -0.1, 0.1], [-0.1, 0.0, 0.0], [0.0, -0.1, 0.0], [0.1, 0.1, 0.0], [0.1, 0.0, 0.1], [0.0, -0.1, -0.3], [-0.1, 0.0, 0.2], [-0.1, 0.0, -0.1], [-0.1, 0.0, 0.0], [0.0, -0.1, 0.0], [-0.1, 0.0, 0.0], [0.1, -0.2, 0.1], [0.0, 0.1, 0.1], [0.0, 0.1, 0.0], [-0.1, 0.0, -0.2], [0.1, 0.1, 0.1], [0.0, -0.1, -0.1], [0.1, 0.0, 0.1], [0.1, -0.1, 0.1], [-0.1, 0.0, 0.1], [0.1, 0.1, 0.0], [-0.1, 0.0, 0.0], [-0.1, 0.0, -0.1], [-0.1, 0.1, -0.1], [0.1, 0.1, 0.0], [-0.1, 0.0, -0.1], [0.2, 0.1, 0.0], [0.0, -0.1, 0.0], [0.0, -0.1, -0.1], [-0.2, 0.1, 0.1], [0.1, -0.1, 0.0], [0.0, 0.0, 0.1], [0.0, -0.1, 0.1], [-0.1, -0.1, 0.0], [0.0, -0.2, -0.2], [0.3, 0.2, 0.2], [-0.2, -0.1, -0.1], [-0.1, 0.2, 0.0], [0.0, 0.1, 0.0], [0.1, 0.0, 0.0], [0.0, 0.1, 0.0], [0.1, 0.0, -0.2], [-0.1, 0.0, 0.0], [0.0, 0.0, -0.1], [0.1, 0.0, 0.2], [-0.1, -0.1, 0.0], [0.1, -0.1, 0.1], [0.0, -0.1, 0.0], [0.1, 0.1, 0.0], [0.1, 0.1, 0.1], [-0.1, 0.1, -0.2], [0.0, 0.0, 0.0], [-0.1, -0.1, 0.0], [0.0, -0.1, 0.0], [0.0, 0.0, -0.1], [0.0, -0.1, 0.0], [0.1, 0.1, -0.2], [0.1, 0.0, 0.1], [0.0, -0.1, 0.1], [-0.2, 0.0, 0.0], [0.1, 0.0, 0.0], [-0.1, 0.0, 0.0], [0.0, 0.1, 0.0], [-0.1, 0.0, 0.1], [-0.1, 0.0, 0.1], [0.2, 0.1, 0.1], [0.0, -0.1, -0.1], [0.0, 0.0, -0.1], [0.0, 0.0, -0.1], [0.1, 0.0, 0.1], [0.0, 0.0, -0.1], [0.1, -0.1, 0.1], [-0.1, 0.0, 0.0], [0.0, 0.0, -0.1], [0.0, 0.2, -0.1], [-0.1, -0.1, 0.1], [0.0, 0.1, 0.0], [0.0, 0.0, 0.1]]}